No. 1
{"formula": "C41H65CoGeN5O2P3", "method": "ωB97M-V/def2-TZVPD", "species": ["Co", "C", "C", "C", "P", "C", "N", "Ge", "N", "C", "P", "C", "C", "C", "C", "C", "C", "C", "C", "C", "C", "C", "C", "N", "C", "C", "C", "C", "C", "C", "C", "C", "C", "C", "C", "C", "N", "C", "P", "C", "C", "C", "C", "C", "C", "C", "C", "C", "H", "H", "H", "H", "H", "H", "H", "H", "H", "H", "H", "H", "H", "H", "H", "H", "H", "H", "H", "H", "H", "H", "H", "H", "H", "H", "H", "H", "H", "H", "H", "H", "H", "H", "H", "H", "H", "H", "H", "H", "H", "H", "H", "H", "H", "H", "H", "H", "H", "H", "H", "H", "H", "H", "H", "H", "H", "H", "H", "H", "N", "C", "C", "O", "O", "H", "H", "H", "H", "H"], "xyz": [[0.934, 0.843, 0.234], [2.003, 2.473, -3.641], [0.827, 1.492, -3.650], [0.498, 1.012, -5.067], [1.108, 0.182, -2.362], [-0.064, -1.159, -2.940], [-0.586, -1.939, -1.859], [-0.737, -1.041, 0.132], [-2.291, -0.087, -0.423], [-2.243, 1.304, -0.837], [-0.984, 2.288, 0.085], [-0.544, 3.702, -1.020], [-1.654, 4.259, -1.913], [0.146, 4.797, -0.198], [-1.953, 2.948, 1.522], [-2.998, 4.009, 1.177], [-2.633, 1.780, 2.243], [-3.317, -0.869, -0.926], [-4.423, -0.383, -1.638], [-5.331, -1.251, -2.218], [-5.158, -2.628, -2.139], [-4.086, -3.128, -1.424], [-3.211, -2.258, -0.795], [-2.089, -2.761, 0.036], [-1.335, -3.780, -0.676], [-1.292, -5.115, -0.376], [-0.638, -5.988, -1.255], [-0.062, -5.522, -2.442], [-0.062, -4.181, -2.737], [-0.642, -3.261, -1.822], [-2.581, -3.116, 1.358], [-3.545, -4.070, 1.575], [-3.946, -4.372, 2.877], [-3.378, -3.712, 3.975], [-2.433, -2.742, 3.778], [-2.022, -2.399, 2.458], [-1.158, -1.434, 2.159], [-0.393, -0.805, 3.220], [1.016, 0.302, 2.672], [0.754, 1.740, 3.805], [0.900, 1.397, 5.287], [1.625, 2.931, 3.395], [2.427, -0.682, 3.353], [2.620, -1.922, 2.476], [3.720, 0.129, 3.483], [2.762, -0.603, -2.664], [3.127, -0.951, -4.106], [2.855, -1.846, -1.772], [1.738, 3.370, -4.201], [2.881, 2.039, -4.122], [2.274, 2.779, -2.628], [-0.055, 2.024, -3.278], [1.243, 0.332, -5.472], [0.461, 1.883, -5.724], [-0.478, 0.531, -5.131], [0.425, -1.749, -3.716], [-0.907, -0.637, -3.405], [-3.209, 1.793, -0.688], [-2.009, 1.390, -1.908], [0.227, 3.267, -1.663], [-2.419, 4.783, -1.345], [-2.142, 3.492, -2.515], [-1.213, 4.981, -2.602], [-0.545, 5.307, 0.470], [0.559, 5.546, -0.874], [0.970, 4.394, 0.392], [-1.206, 3.401, 2.181], [-3.709, 3.657, 0.428], [-2.560, 4.941, 0.830], [-3.568, 4.237, 2.079], [-3.544, 1.484, 1.720], [-2.918, 2.078, 3.254], [-1.994, 0.902, 2.301], [-4.573, 0.681, -1.753], [-6.176, -0.848, -2.759], [-5.843, -3.302, -2.632], [-3.924, -4.198, -1.375], [-1.773, -5.507, 0.508], [-0.609, -7.044, -1.026], [0.396, -6.225, -3.124], [0.405, -3.826, -3.645], [-4.007, -4.589, 0.748], [-4.704, -5.127, 3.036], [-3.695, -3.960, 4.978], [-2.022, -2.213, 4.626], [0.039, -1.577, 3.862], [-1.055, -0.200, 3.847], [-0.291, 2.009, 3.619], [1.934, 1.182, 5.553], [0.287, 0.545, 5.586], [0.582, 2.250, 5.887], [2.668, 2.772, 3.669], [1.288, 3.832, 3.910], [1.575, 3.117, 2.319], [2.112, -0.995, 4.352], [2.992, -1.635, 1.492], [1.692, -2.485, 2.340], [3.345, -2.594, 2.936], [3.869, 0.772, 2.617], [4.570, -0.551, 3.557], [3.724, 0.751, 4.377], [3.476, 0.143, -2.302], [2.418, -1.647, -4.557], [4.100, -1.447, -4.111], [3.206, -0.075, -4.745], [2.214, -2.644, -2.154], [2.564, -1.634, -0.742], [3.875, -2.230, -1.768], [5.827, 1.514, -0.109], [4.726, 2.501, -0.344], [3.404, 1.756, -0.138], [2.343, 2.409, -0.196], [3.479, 0.519, 0.040], [6.342, 1.696, 0.752], [6.500, 1.466, -0.874], [5.306, 0.611, -0.012], [4.773, 2.880, -1.364], [4.804, 3.344, 0.337]], "lowdin_charge": [0.21, -0.10, -0.53, -0.08, 1.07, -0.29, -0.07, 1.02, -0.19, -0.36, 1.03, -0.53, -0.08, -0.09, -0.51, -0.08, -0.11, -0.23, 0.00, -0.04, -0.05, -0.02, -0.17, -0.05, -0.15, 0.02, 0.01, -0.02, 0.03, -0.23, -0.12, 0.01, 0.02, -0.01, 0.04, -0.20, -0.09, -0.34, 1.03, -0.53, -0.08, -0.10, -0.53, -0.10, -0.09, -0.53, -0.09, -0.11, 0.10, 0.08, 0.05, 0.08, 0.07, 0.10, 0.08, 0.08, 0.10, 0.08, 0.09, 0.06, 0.07, 0.07, 0.10, 0.07, 0.10, 0.05, 0.10, 0.08, 0.06, 0.10, 0.09, 0.10, 0.02, 0.11, 0.12, 0.12, 0.12, 0.12, 0.13, 0.13, 0.12, 0.12, 0.13, 0.13, 0.12, 0.10, 0.09, 0.08, 0.08, 0.08, 0.10, 0.07, 0.10, 0.04, 0.11, 0.05, 0.07, 0.10, 0.05, 0.09, 0.07, 0.08, 0.08, 0.09, 0.07, 0.07, 0.03, 0.10, 0.21, -0.01, -0.67, -0.07, -0.07, 0.18, 0.18, 0.15, 0.15, 0.15], "charge": 3, "multiplicity": 6, "max_force_ev_per_a": 1.11, "s2": 8.85, "e_tot_ev": -177105.8120, "homo_ev": [-14.53, -14.67]}

---

No. 2
{"formula": "C4H11N3O2", "method": "ωB97M-V/def2-TZVPD", "species": ["C", "C", "O", "O", "H", "H", "H", "C", "C", "N", "N", "N", "H", "H", "H", "H", "H", "H", "H", "H"], "xyz": [[0.665, -0.499, 1.747], [-0.276, 0.232, 2.661], [-1.443, 0.506, 2.613], [0.468, 0.695, 3.731], [1.611, 0.017, 1.652], [0.231, -0.619, 0.757], [0.730, -1.477, 2.228], [1.874, 0.249, -2.746], [-0.340, -0.169, -1.985], [-1.339, 0.079, -1.054], [0.746, 0.473, -1.900], [-0.600, -1.225, -2.849], [-1.332, 1.041, -0.764], [-2.209, -0.397, -1.203], [-0.110, 1.267, 4.215], [0.168, -1.596, -3.378], [-1.191, -1.950, -2.492], [2.675, -0.189, -2.141], [2.288, 1.203, -3.077], [1.764, -0.348, -3.663]], "lowdin_charge": [0.01, -0.54, 0.09, 0.06, 0.09, 0.05, 0.10, -0.16, -0.57, 0.12, -0.01, 0.13, 0.10, 0.09, 0.09, 0.07, 0.08, 0.07, 0.07, 0.06], "charge": 0, "multiplicity": 1, "de_lowest_kj_mol": 73.2, "max_force_ev_per_a": 2.01, "e_tot_ev": -12892.0709, "homo_ev": -8.64, "smiles": "CN=C(N)N.CC(=O)O"}

---

No. 3
{"formula": "CHClNP", "method": "ωB97M-V/def2-TZVPD", "species": ["C", "N", "P", "Cl", "H"], "xyz": [[-1.204, -0.594, -0.048], [-1.548, -1.536, -0.611], [-0.779, 0.884, 0.742], [2.840, 0.445, -0.323], [0.690, 0.801, 0.241]], "lowdin_charge": [-0.70, 0.08, 0.81, 0.03, -0.22], "charge": 0, "multiplicity": 1, "de_lowest_kj_mol": 238.8, "max_force_ev_per_a": 1.93, "e_tot_ev": -24350.7117, "homo_ev": [-11.23, -9.92]}

---

No. 4
{"formula": "C27H60NO5PS2", "method": "ωB97M-V/def2-TZVPD", "species": ["C", "C", "C", "C", "C", "C", "C", "S", "O", "O", "N", "S", "O", "O", "C", "C", "C", "O", "C", "H", "H", "H", "H", "H", "H", "H", "H", "H", "H", "H", "H", "H", "H", "H", "H", "H", "H", "H", "H", "H", "H", "H", "H", "C", "C", "C", "C", "P", "C", "C", "C", "C", "C", "C", "C", "C", "C", "C", "C", "C", "H", "H", "H", "H", "H", "H", "H", "H", "H", "H", "H", "H", "H", "H", "H", "H", "H", "H", "H", "H", "H", "H", "H", "H", "H", "H", "H", "H", "H", "H", "H", "H", "H", "H", "H", "H"], "xyz": [[2.458, 2.611, 8.118], [1.421, 1.838, 9.178], [-0.150, 1.920, 8.716], [-1.145, 0.832, 9.433], [-0.964, -0.717, 8.928], [-0.778, -0.906, 7.310], [-0.268, -2.443, 6.891], [1.149, -2.215, 5.632], [0.584, -1.225, 4.556], [2.297, -1.517, 6.459], [1.721, -3.730, 4.972], [3.308, -3.525, 4.202], [4.482, -3.965, 5.120], [3.310, -4.547, 2.998], [3.536, -1.826, 3.420], [5.027, -1.601, 2.750], [4.927, -1.313, 1.111], [4.328, 0.000, 0.823], [2.944, -0.110, 0.335], [1.954, 3.517, 7.572], [2.901, 1.880, 7.308], [3.354, 3.052, 8.752], [1.848, 0.744, 9.275], [1.520, 2.461, 10.190], [-0.170, 1.889, 7.533], [-0.568, 2.996, 9.006], [-2.265, 1.151, 9.233], [-1.005, 0.829, 10.609], [-0.112, -1.269, 9.537], [-1.978, -1.279, 9.213], [-1.749, -0.723, 6.674], [0.047, -0.185, 6.896], [-1.158, -3.070, 6.450], [0.154, -3.043, 7.807], [3.357, -0.926, 4.149], [2.687, -1.739, 2.586], [5.738, -2.507, 2.992], [5.527, -0.625, 3.208], [6.055, -1.260, 0.736], [4.404, -2.223, 0.593], [2.256, 0.599, 1.001], [2.489, -1.190, 0.446], [2.790, 0.238, -0.781], [-3.654, -2.361, -2.340], [-3.877, -0.886, -2.620], [-4.050, -0.579, -4.101], [-2.763, -0.577, -4.936], [-1.686, 0.834, -4.837], [-2.724, 2.300, -5.073], [-3.671, 2.413, -6.266], [-3.065, 2.691, -7.644], [-2.069, 3.838, -7.693], [-0.555, 0.851, -6.203], [0.483, -0.233, -6.441], [1.702, -0.247, -5.530], [2.342, 1.110, -5.279], [-0.961, 1.164, -3.253], [0.083, 0.328, -2.520], [-0.117, -1.183, -2.474], [-0.524, -1.689, -1.099], [-2.783, -2.756, -2.869], [-3.496, -2.523, -1.269], [-4.522, -2.953, -2.636], [-3.059, -0.301, -2.190], [-4.781, -0.576, -2.089], [-4.539, 0.394, -4.195], [-4.743, -1.311, -4.533], [-3.082, -0.624, -5.987], [-2.208, -1.504, -4.783], [-2.081, 3.183, -5.019], [-3.349, 2.357, -4.172], [-4.368, 3.235, -6.050], [-4.286, 1.509, -6.338], [-3.884, 2.921, -8.337], [-2.608, 1.785, -8.047], [-2.564, 4.792, -7.486], [-1.620, 3.900, -8.690], [-1.251, 3.714, -6.980], [-0.085, 1.837, -6.269], [-1.193, 0.780, -7.089], [0.852, -0.112, -7.469], [0.000, -1.218, -6.407], [2.457, -0.914, -5.963], [1.425, -0.710, -4.588], [2.778, 1.510, -6.199], [3.138, 1.013, -4.534], [1.631, 1.840, -4.890], [-1.788, 1.331, -2.554], [-0.505, 2.159, -3.359], [0.161, 0.718, -1.496], [1.063, 0.540, -2.950], [0.830, -1.678, -2.721], [-0.832, -1.513, -3.225], [0.290, -1.549, -0.381], [-0.747, -2.760, -1.143], [-1.406, -1.167, -0.721]], "lowdin_charge": [-0.15, -0.25, -0.24, -0.22, -0.22, -0.22, -0.24, 0.65, -0.48, -0.47, -0.37, 0.67, -0.43, -0.47, -0.26, -0.17, -0.22, -0.24, -0.14, 0.07, 0.08, 0.07, 0.12, 0.11, 0.11, 0.11, 0.11, 0.12, 0.12, 0.11, 0.12, 0.08, 0.10, 0.11, 0.10, 0.10, 0.12, 0.12, 0.13, 0.13, 0.11, 0.08, 0.08, -0.10, -0.26, -0.23, -0.27, 1.00, -0.27, -0.23, -0.27, -0.10, -0.27, -0.22, -0.25, -0.10, -0.26, -0.23, -0.26, -0.09, 0.07, 0.08, 0.08, 0.08, 0.12, 0.10, 0.13, 0.11, 0.09, 0.10, 0.10, 0.12, 0.10, 0.12, 0.09, 0.09, 0.08, 0.05, 0.10, 0.09, 0.12, 0.12, 0.12, 0.07, 0.09, 0.09, 0.05, 0.10, 0.11, 0.12, 0.08, 0.11, 0.07, 0.07, 0.09, 0.07], "charge": 0, "multiplicity": 1, "max_force_ev_per_a": 5.66, "e_tot_ev": -71648.9311, "homo_ev": -6.66}